138
Properties=species:S:1:pos:R:3:mulliken_charge:R:1 method="wB97M-V/def2-TZVPD" fmax_ev_per_a=2.33 total_charge=0 relative_energy_kj_mol=0.00 lumo_energy_ev=-0.12 e_tot_ha=-3391.980694 homo_energy_ev=-7.15 gap_ev=7.03 molar_mass_g_mol=962.05 smiles="C=CC[C@@]1(Cc2ccccc2)[C@H](C[C@@H](C)OCc2ccccc2)C(=O)N[C@@]1(C)CCO.COC(=O)OC.COC(=O)OC.COC(=O)OC.COC(=O)OC.COC(=O)OC.COC(=O)OC"
O -0.3060 -4.6555 3.9073 -0.32
O 4.5239 7.3954 6.4956 -0.33
O 3.9167 5.4313 5.5558 -0.55
O 1.2585 -5.2682 2.3936 -0.55
O -4.4053 -5.9651 0.6909 -0.31
O -9.0943 -7.2221 -5.3284 -0.33
O -5.7383 -4.7505 2.0552 -0.57
O 5.0006 7.0557 4.4174 -0.33
O 2.7874 -0.7006 0.1361 0.42
O -9.3928 -5.6088 -3.9245 -0.32
O -7.7464 -7.1032 -3.5176 -0.54
O -6.7372 -0.2773 -1.7354 -0.55
O -3.9601 -5.9312 2.8022 -0.31
O 3.7864 3.3374 -1.2096 -0.76
O -5.4002 -1.4927 -3.0950 -0.32
O 0.6430 -3.1190 2.7220 -0.18
O 9.6649 2.4262 -5.7919 -0.33
O 8.5479 0.8258 -4.6516 -0.55
O -1.8818 6.0623 0.3121 -0.62
O 9.3347 2.7073 -3.6769 -0.33
O -4.9614 -1.4550 -0.9817 -0.25
N 2.1314 4.3734 0.0686 0.00
C 0.7365 4.0890 0.4941 0.91
C 4.4291 6.5184 5.4959 0.80
C -2.1023 2.6983 2.3991 0.44
C -3.4200 2.3455 2.6584 -1.08
C 1.5770 -2.7247 1.7083 -0.03
C 3.9478 6.9485 7.7235 -0.62
C -3.7210 1.0498 3.0001 -0.41
C -9.0247 -4.9339 -2.7219 -0.57
C -0.0952 4.6637 -0.6937 -0.86
C -5.7941 -1.0014 -1.9177 0.74
C -5.2625 -1.0125 0.3430 -0.81
C 0.6169 5.0052 1.7420 -2.01
C 3.1450 -0.6904 -2.2923 0.59
C 1.9865 -0.6002 -3.0425 -0.10
C -2.7142 0.1066 3.1062 -0.88
C 4.5187 -0.5370 1.7956 -1.61
C 3.0506 0.7633 -4.7150 -0.64
C -4.7960 -5.4761 1.8655 0.83
C 0.7248 2.5177 0.7341 3.41
C -0.4602 -6.0320 4.2531 -0.66
C 0.5996 -4.4306 2.9509 0.62
C -1.5984 4.8900 -0.4558 -0.55
C -8.3872 -8.3939 -5.7369 -0.62
C 1.9397 0.1000 -4.2211 -0.67
C 3.7973 0.1937 0.6314 0.49
C 4.2116 0.6676 -3.9706 -0.66
C -0.2202 0.3034 -0.1731 0.94
C -5.2144 -5.5559 -0.4141 -0.36
C 0.3931 2.0415 2.1669 -1.40
C 9.5134 1.6417 -6.9753 -0.62
C 4.2582 -0.0367 -2.7944 -0.11
C 3.2228 -1.4581 -0.9859 -1.50
C 2.1069 2.0817 0.1535 0.65
C 4.9704 6.2164 3.2634 -0.37
C -0.2521 1.8278 -0.2940 -1.99
C 9.1247 1.8805 -4.7014 0.84
C 3.1899 1.5096 1.1239 -1.34
C 8.8023 2.2479 -2.4335 -0.51
C -1.2068 -0.4989 -0.7559 -1.76
C -1.0715 1.7787 2.4625 -0.05
C -8.6536 -6.6869 -4.1897 0.80
C -4.2607 -5.4825 4.1231 -0.54
C 2.8201 3.3211 -0.4687 -0.60
C -1.4208 0.4860 2.8433 -0.47
C -6.2091 -1.0859 -4.1990 -0.66
H -7.2346 -1.4309 -4.0730 0.28
H 0.4733 -6.4387 4.6398 0.35
H 5.0919 1.1668 -4.3754 0.37
H 2.3259 5.3121 -0.2563 0.44
H 0.5655 -0.1907 0.4133 -0.22
H 0.0024 4.0880 -1.6199 0.27
H -7.9982 -4.5733 -2.7821 0.22
H -3.5166 -5.9170 4.7858 0.12
H 4.0883 7.7440 8.4506 0.22
H -1.2903 2.1315 -0.1712 0.42
H 4.2575 -1.7944 -0.8114 0.42
H 2.5921 -2.9968 1.9945 0.39
H -5.1842 -4.4727 -0.5321 0.01
H 3.7256 -0.8648 2.4788 0.31
H 1.5175 -1.6505 1.6160 -0.57
H 2.8811 6.7647 7.6037 0.30
H -6.2484 -1.3596 0.6498 0.49
H 1.0797 -1.1152 -2.7226 0.31
H 5.5150 5.2909 3.4455 0.30
H 9.2653 1.3063 -2.1414 0.29
H -6.2398 -5.9004 -0.2883 0.29
H 1.0338 0.1546 -4.8246 0.39
H 4.0271 2.2218 1.1741 0.59
H 9.0371 3.0022 -1.6873 0.22
H -1.9916 -0.8811 -0.0872 0.14
H -9.1494 -5.5875 -1.8597 0.31
H 5.4601 6.7528 2.4549 0.29
H -9.6890 -4.0809 -2.6106 0.23
H 0.3200 5.6593 -0.9110 0.55
H -4.1745 3.1218 2.5535 0.42
H 3.0206 1.3016 -5.6576 0.43
H -0.3408 4.9402 2.2635 0.34
H 0.8324 2.6795 2.9475 0.50
H -0.6121 -0.2449 2.9047 0.33
H -7.3369 -8.1673 -5.9143 0.29
H -5.1993 0.0729 0.4091 0.42
H -1.2136 -0.7918 -1.8087 0.25
H -4.1962 -4.3970 4.1852 0.22
H -4.8029 -6.0133 -1.3096 0.27
H -4.7520 0.7502 3.1826 0.46
H 1.3149 -3.1738 0.7514 0.37
H 1.4793 4.8234 2.3912 0.40
H 9.9903 2.1885 -7.7845 0.22
H 2.8676 1.3587 2.1615 0.55
H -5.2483 -5.8236 4.4304 0.36
H -4.5206 -1.4452 1.0098 0.11
H -2.2196 5.8194 1.1790 0.36
H 5.2165 -0.0714 -2.2764 0.37
H -1.9097 3.7260 2.1011 0.13
H 3.9432 6.0026 2.9698 0.03
H 2.5631 -2.3300 -1.0855 0.52
H 5.2381 0.1280 2.2815 0.40
H 7.7201 2.1384 -2.4948 0.19
H 4.4511 6.0513 8.0807 0.29
H -8.4864 -9.1823 -4.9924 0.29
H 2.0864 1.3942 -0.7033 -0.59
H 0.1437 2.0670 -1.2977 1.12
H 4.5137 0.3547 -0.1864 0.09
H 4.9830 -1.4371 1.3749 0.39
H -1.2157 -6.0831 5.0333 0.16
H 0.7176 6.0367 1.3763 0.40
H -5.7898 -1.5468 -5.0896 0.24
H 8.4597 1.5057 -7.2146 0.29
H -2.0494 5.0722 -1.4444 0.42
H -0.8007 -6.6087 3.3944 0.32
H -2.1314 4.0275 -0.0402 0.15
H -2.9110 -0.9240 3.3942 0.65
H -8.8367 -8.7301 -6.6676 0.22
H 0.8975 1.0743 2.2896 0.23
H 10.0060 0.6770 -6.8632 0.29
H -6.1835 -0.0036 -4.3167 0.30

135
Properties=species:S:1:pos:R:3:mulliken_charge:R:1 method="wB97M-V/def2-TZVPD" fmax_ev_per_a=3.48 total_charge=+1 lumo_energy_ev=-4.64 e_tot_ha=-3912.402848 homo_energy_ev=-10.21 gap_ev=5.57 molar_mass_g_mol=1143.94
I -2.6045 -3.0751 3.5743 0.10
I -2.4701 -1.2536 0.5717 0.01
S -3.5163 4.0498 -2.4752 -0.15
F -7.3434 6.5023 -0.4999 -0.26
F -7.9858 4.4273 -0.1177 -0.27
F -6.4735 4.7652 -1.6854 -0.18
O -3.3747 4.7159 2.6862 -0.40
O 0.4902 0.6830 0.0232 -0.44
O 1.1113 -3.8070 -3.8564 -0.15
O 1.7244 -2.4738 -6.5460 -0.49
O -5.1082 3.2142 3.0887 -0.46
O 0.0897 -7.7942 -2.0325 -0.33
O 3.7621 -4.5527 -5.6277 -0.19
O -0.3026 0.3068 2.0732 -0.10
O 0.8313 -9.4585 0.6927 -0.27
O 1.9081 -6.6438 0.1334 -0.48
N -3.3626 4.3378 0.3243 0.44
N -1.4327 2.6390 3.1251 0.16
C -1.3704 1.8836 -1.9975 -1.27
C 0.2737 -1.9206 4.1894 -0.89
C 1.5732 4.8352 4.2011 -0.42
C 3.7247 2.3249 0.0815 0.51
C 4.0361 -3.2488 -6.1193 -0.66
C 0.7316 -7.0438 0.8335 -0.23
C 0.9450 -3.6349 -6.2658 -0.43
C -0.7807 -1.0435 1.9254 -0.47
C 0.8762 -8.3560 1.5887 -0.60
C 0.7627 -3.0865 -2.6938 -1.02
C 1.8390 4.2798 -2.4465 -1.15
C 4.2340 -5.5752 -6.4848 -0.83
C -3.9967 2.9592 5.9464 -0.30
C 0.2116 -3.5802 -4.9353 -0.51
C -6.8743 5.2027 -0.4485 0.59
C 3.2718 2.6540 1.5442 -0.22
C 1.4364 5.8992 3.0443 -0.90
C -3.4967 4.4614 7.9784 -0.45
C 2.9071 -2.2901 -5.7709 -0.04
C 2.7607 4.4209 -1.1444 -0.16
C -1.3531 2.1525 0.6603 1.38
C -4.3383 5.4450 0.2623 -0.96
C -3.5358 5.6159 7.0470 -0.59
C -4.0317 4.0950 5.0280 0.53
C -0.3229 0.9993 0.8460 -0.82
C 0.1509 4.1256 4.4003 -0.28
C -1.8983 2.9314 1.8168 0.32
C 1.0795 2.8676 -2.3009 2.20
C -1.8658 2.5587 -0.6802 0.21
C -0.9795 -7.0541 -2.5845 -0.61
C 1.6470 -10.5357 1.1098 -0.80
C 4.1860 0.8416 -0.2340 -1.40
C 1.3508 -7.1658 -2.2213 -0.05
C -4.2600 3.9538 3.4917 0.47
C -3.7357 3.1294 7.3897 -0.58
C -2.8873 3.6439 -0.7982 0.38
C 1.8308 1.8231 -3.2281 -1.45
C -0.4268 2.9295 -2.7729 -0.52
C -2.9035 3.9995 1.5975 -0.30
C -1.0811 -1.5469 3.4240 -0.05
C -3.7974 5.4483 5.6081 -0.28
C 2.2587 -7.4024 -1.0240 -0.43
C -5.8196 4.9701 0.6854 -0.47
C 3.7294 3.2136 -0.9578 -0.40
C 0.0347 3.0273 3.2564 -0.21
H 1.5705 -3.2017 -1.9699 0.30
H -0.2846 -2.6081 -4.8359 0.36
H 1.3382 1.8786 -4.2473 0.41
H -0.1641 -3.4801 -2.2622 0.37
H -4.0856 6.2941 0.9600 0.22
H 2.9375 3.7208 1.6469 -0.17
H 2.4616 4.3410 -3.3731 0.35
H -0.5720 2.7451 -3.8705 0.37
H 1.7283 0.7532 -2.8962 -0.02
H -3.1229 5.3727 -2.5920 0.23
H 2.4990 1.9286 1.9299 -0.05
H -0.6840 4.8855 4.3566 0.16
H -4.1559 1.9269 5.5595 0.39
H 1.0373 5.0610 -2.3653 0.36
H 2.4748 6.1919 2.7234 0.33
H 1.6678 -11.2734 0.3073 0.23
H -4.4443 5.9079 -0.7502 0.68
H -3.2741 4.5715 9.0710 0.39
H 1.8149 -8.3462 2.1536 0.35
H -0.5455 -4.3733 -4.9034 0.34
H -1.4711 -0.6275 3.9540 0.24
H 4.1729 -3.2597 -7.2070 0.37
H 2.9019 2.1225 -3.3983 0.37
H 3.6279 0.0998 0.4108 0.23
H 3.2620 -7.0640 -1.2980 0.44
H -5.7449 3.8541 0.8180 0.30
H -0.9212 -7.0522 -3.6774 0.30
H 0.5945 2.0919 3.5573 0.18
H 5.2770 0.6823 -0.0088 0.39
H -0.8773 0.8927 -1.8451 0.18
H 2.3445 -8.4636 -0.7888 0.13
H 0.1142 3.5508 5.3708 0.41
H 5.3277 -5.5940 -6.4935 0.33
H 0.1919 -3.6733 -7.0579 0.44
H 1.2333 -6.0863 -2.3727 -0.09
H 3.8498 -5.4389 -7.5013 0.38
H 0.1709 -2.9016 4.7172 0.33
H -3.6772 2.2599 8.0957 0.35
H 0.9387 5.4706 2.1226 0.06
H 1.2373 -11.0000 2.0123 0.33
H -0.7785 3.9901 -2.5871 0.18
H 4.9640 -2.9037 -5.6498 0.37
H 1.8077 -7.6000 -3.1173 0.41
H 4.1777 2.5324 2.2108 0.47
H -0.1354 -7.0543 0.1723 0.09
H 0.6542 -2.0180 -2.9151 0.41
H 1.1052 2.6264 -1.2076 -1.10
H 0.5544 -6.2551 1.5711 0.39
H -1.9124 -7.5284 -2.2783 0.31
H 1.8756 5.2593 5.1900 0.40
H 0.4745 3.3577 2.2781 -0.28
H -3.3256 6.6162 7.5052 0.34
H 3.3650 5.3720 -1.2419 0.55
H -1.8981 3.2042 3.8405 0.00
H -0.9790 -6.0262 -2.2037 0.16
H 2.2585 4.0131 3.8371 0.18
H 2.6852 -2.3037 -4.7030 -0.05
H -3.8149 6.3533 4.9564 0.34
H 2.6741 -10.2001 1.2899 0.35
H 1.5423 -4.5420 -6.3582 0.13
H 2.1079 4.5388 -0.2271 -0.27
H 4.0354 0.6307 -1.3298 0.27
H 3.8643 -6.5291 -6.1082 0.20
H 1.1260 -1.9482 3.4605 0.29
H 0.0885 -1.6721 1.5662 0.52
H 3.2495 -1.2774 -6.0033 0.40
H -2.2336 1.6960 -2.7039 0.53
H 0.0387 -8.4675 2.2884 0.39
H 0.5267 -1.1214 4.9470 0.22
H 4.4838 3.0204 -1.7741 0.46
H 0.8125 6.7837 3.3467 0.36
H -6.1825 5.5030 1.5969 0.33